# 1
Computed, not measured: a single C2H2Br2Si molecule at a distorted geometry, with ωB97M-V/def2-TZVPD.

Positions of all 7 atoms, in Å:
Br (2.17429, -0.02111, -1.96119)
C (-0.44114, -0.75675, 0.70309)
Br (-1.49779, 1.15978, -2.10865)
C (0.19767, 0.37682, 1.06063)
Si (-0.04228, 0.20102, -0.80567)
H (-0.86858, -1.70887, 1.16999)
H (0.47784, 0.74912, 1.94180)

Results
HOMO level   -9.680 eV
Structure (SMILES)   Br[Si]1(Br)C=C1
Max |F|   0.112 hartree/bohr

=====

# 2
Computed, not measured: 2 unconnected molecules or ions with the total composition C2H2Br3OP at a distorted geometry, with ωB97M-V/def2-TZVPD.

Positions of all 9 atoms, in Å:
H (0.19766, -0.94980, 1.13611)
Br (3.24333, -0.33392, -0.17518)
O (1.23769, 0.06814, -1.97694)
C (1.53635, -0.14785, -0.89093)
H (0.45040, 0.79542, 1.18167)
P (-1.38541, 0.47839, -0.42557)
Br (-2.76783, 1.50791, 0.93075)
C (-0.21312, 0.06939, 0.85018)
Br (-2.29908, -1.48769, -0.63010)

Results
HOMO level (spin up / spin down)   -8.867 / -8.987 eV
Max |F|   0.078 hartree/bohr

=====

# 3
Computed, not measured: 2 unconnected molecules or ions with the total composition C2H2Br3P at a distorted geometry, with ωB97M-V/def2-TZVPD.

Positions of all 8 atoms, in Å:
C (-1.18261, -0.63992, 0.12610)
Br (-3.19520, 1.06748, -1.46974)
H (-1.32885, -2.03739, 1.85774)
H (4.68041, 0.40013, 0.15302)
P (-1.01533, 0.48668, -1.27466)
Br (-0.15944, 2.11395, -0.06334)
C (-1.18947, -1.51404, 0.96548)
Br (3.39048, 0.12312, -0.29460)

Results
HOMO level   -9.841 eV
Structure (SMILES)   C#CP(Br)Br.Br
Max |F|   0.037 hartree/bohr